# 1
Here is an isolated molecule of C16H23NS3 from the OMol25 dataset. Energies are from the ωB97M-V functional and the def2-TZVPD basis.

Last column: Löwdin charge in e.
Cartesian coordinates (Å):
C: -2.11 4.63 1.57  -0.204
C: -2.88 3.44 1.09  -0.585
S: -4.19 2.85 2.34  0.797
C: -4.72 1.18 1.71  -0.590
C: -3.56 0.25 1.24  -0.492
S: -3.43 0.59 -0.61  0.891
C: -1.76 0.03 -0.87  -0.486
C: -1.39 -1.32 -0.66  -0.022
N: 0.05 -1.27 -0.76  -0.029
C: 0.90 -2.52 -0.67  -0.250
C: 1.84 -2.50 0.49  -0.501
S: 2.79 -4.02 0.34  0.876
C: 4.49 -3.53 -0.20  -0.536
C: 5.22 -4.77 -0.63  -0.204
C: 0.53 0.08 -0.95  -0.176
C: 1.74 0.71 -0.98  -0.033
C: 1.87 2.08 -1.33  -0.047
C: 0.68 2.84 -1.68  -0.041
C: -0.58 2.20 -1.43  -0.042
C: -0.56 0.87 -1.08  -0.235
H: -1.32 4.20 2.25  0.090
H: -2.82 5.38 2.04  0.089
H: -1.58 5.07 0.75  0.054
H: -2.14 2.62 0.74  0.056
H: -3.28 3.75 0.07  0.080
H: -5.32 0.67 2.54  0.080
H: -5.51 1.20 0.87  0.076
H: -3.90 -0.75 1.55  0.069
H: -2.61 0.33 1.73  0.067
H: -2.04 -2.19 -0.70  0.126
H: 1.36 -2.74 -1.56  0.076
H: 0.21 -3.40 -0.55  0.127
H: 2.50 -1.58 0.40  0.090
H: 1.22 -2.43 1.39  0.089
H: 4.44 -2.90 -1.08  0.074
H: 4.94 -3.04 0.59  0.042
H: 5.38 -5.41 0.26  0.069
H: 4.58 -5.42 -1.34  0.097
H: 6.21 -4.49 -1.09  0.087
H: 2.69 0.20 -0.83  0.094
H: 2.86 2.44 -1.39  0.080
H: 0.77 3.81 -1.99  0.058
H: -1.57 2.82 -1.58  0.144

The HOMO energy comes out at -7.74 eV. Its spin multiplicity is 1. The LUMO energy is 0.684 eV. The net charge is 0. Its SMILES is CCSCCSc1cn(CCSCC)c2ccccc12. The energy above the lowest of the compared OMol25 structures with the same formula, charge and spin is 2.3383 eV. As for the HOMO-LUMO gap: 8.4 eV.



# 2
Here is a cluster of 9 separate species, C24H39F9O30S6 in total from the OMol25 dataset. Energies are from the ωB97M-V functional and the def2-TZVPD basis.

Last column: Löwdin charge in e.
Cartesian coordinates (Å):
C: 2.09 -0.18 -2.54  -0.048
C: 1.79 1.12 -1.82  -0.192
O: 1.05 0.91 -0.62  0.025
C: 1.61 0.60 0.55  -0.360
O: 2.74 0.25 0.71  0.169
C: 0.64 0.51 1.76  -0.536
F: 0.43 -0.75 2.07  0.188
F: 1.16 1.22 2.77  0.163
F: -0.54 1.08 1.50  0.150
H: 2.24 -1.06 -1.92  0.072
H: 3.03 -0.04 -3.07  0.087
H: 1.30 -0.46 -3.24  0.065
H: 1.30 1.89 -2.42  0.117
H: 2.77 1.55 -1.57  0.125
C: -0.35 -0.05 6.52  -0.055
C: -0.66 -0.35 5.04  -0.203
O: -1.23 -1.65 4.93  0.051
C: -2.35 -1.79 4.25  -0.381
O: -2.95 -0.87 3.76  0.157
C: -2.84 -3.25 4.09  -0.579
F: -1.92 -4.07 4.55  0.175
F: -3.96 -3.34 4.81  0.177
F: -3.12 -3.54 2.84  0.192
H: -1.28 0.02 7.10  0.078
H: 0.20 0.88 6.58  0.081
H: 0.22 -0.78 7.08  0.077
H: 0.28 -0.27 4.51  0.106
H: -1.31 0.46 4.72  0.123
C: -6.25 0.17 -0.21  -0.054
C: -4.94 0.67 0.37  -0.182
O: -4.11 1.25 -0.66  0.047
C: -3.15 2.04 -0.27  -0.401
O: -3.00 2.48 0.83  0.154
C: -2.25 2.33 -1.50  -0.541
F: -2.93 3.09 -2.34  0.189
F: -1.07 2.84 -1.18  0.171
F: -1.95 1.15 -2.07  0.157
H: -6.86 0.83 -0.84  0.079
H: -6.83 -0.25 0.61  0.082
H: -6.02 -0.68 -0.86  0.080
H: -4.38 -0.18 0.78  0.134
H: -4.99 1.34 1.22  0.121
O: 2.25 6.72 -0.76  -0.191
S: 1.50 6.09 -1.79  0.642
O: 1.88 4.72 -2.09  -0.244
O: -0.11 6.08 -1.74  -0.212
C: -0.64 6.49 -3.00  -0.163
C: 0.33 7.58 -3.47  -0.159
O: 1.58 6.94 -3.18  -0.197
H: -0.63 5.73 -3.78  0.135
H: -1.67 6.82 -2.86  0.136
H: 0.27 8.52 -2.93  0.133
H: 0.31 7.81 -4.53  0.135
O: -4.18 -2.74 -6.80  -0.230
S: -3.20 -2.49 -5.78  0.653
O: -3.50 -2.34 -4.40  -0.215
O: -2.02 -3.60 -5.90  -0.214
C: -0.88 -3.05 -6.56  -0.183
C: -0.90 -1.58 -6.25  -0.162
O: -2.28 -1.26 -6.30  -0.195
H: 0.05 -3.54 -6.31  0.117
H: -1.10 -3.25 -7.62  0.137
H: -0.34 -0.99 -6.97  0.142
H: -0.57 -1.38 -5.22  0.127
O: 1.60 -3.25 1.20  -0.209
S: 0.36 -3.95 1.22  0.639
O: -0.87 -3.32 0.82  -0.227
O: 0.50 -5.40 0.55  -0.206
C: -0.34 -6.31 1.29  -0.167
C: 0.02 -5.95 2.71  -0.205
O: 0.14 -4.56 2.72  -0.189
H: -1.41 -6.12 1.17  0.135
H: -0.11 -7.32 0.96  0.137
H: 0.95 -6.48 2.98  0.135
H: -0.67 -6.30 3.48  0.134
O: 1.33 -3.40 -4.28  -0.233
S: 0.79 -4.05 -3.12  0.662
O: 1.04 -3.45 -1.84  -0.221
O: -0.79 -4.42 -3.31  -0.180
C: -0.93 -5.79 -3.64  -0.189
C: 0.18 -6.46 -2.89  -0.137
O: 1.28 -5.58 -3.20  -0.192
H: -1.89 -6.17 -3.27  0.144
H: -0.95 -5.97 -4.72  0.135
H: 0.34 -7.53 -3.01  0.142
H: 0.12 -6.29 -1.80  0.113
O: 2.11 4.01 3.80  -0.244
S: 1.68 5.02 2.88  0.657
O: 2.56 6.15 2.72  -0.222
O: 1.19 4.33 1.48  -0.195
C: -0.19 4.46 1.27  -0.179
C: -0.78 4.66 2.68  -0.149
O: 0.19 5.51 3.29  -0.191
H: -0.42 5.22 0.52  0.117
H: -0.57 3.48 1.00  0.088
H: -0.95 3.69 3.15  0.129
H: -1.70 5.24 2.73  0.137
O: 7.66 3.22 3.87  -0.238
S: 7.34 1.82 3.79  0.659
O: 8.16 0.93 4.57  -0.238
O: 5.77 1.57 4.05  -0.193
C: 5.07 1.31 2.82  -0.159
C: 6.11 0.65 1.92  -0.179
O: 7.31 1.33 2.23  -0.195
H: 4.27 0.61 3.06  0.124
H: 4.63 2.25 2.48  0.133
H: 5.87 0.60 0.86  0.132
H: 6.26 -0.41 2.17  0.133

The HOMO energy comes out at -10.52 eV. Its spin multiplicity is 1. The LUMO energy is -0.013 eV. The net charge is 0. Its SMILES is CCOC(=O)C(F)(F)F.CCOC(=O)C(F)(F)F.CCOC(=O)C(F)(F)F.O=S1(=O)OCCO1.O=S1(=O)OCCO1.O=S1(=O)OCCO1.O=S1(=O)OCCO1.O=S1(=O)OCCO1.O=S1(=O)OCCO1. The energy above the lowest of the compared OMol25 structures with the same formula, charge and spin is 1.6220 eV. As for the HOMO-LUMO gap: 10.5 eV.



# 3
Here is a cluster of 7 separate species, C38H52BrF6INO26P2S in total from the OMol25 dataset. Energies are from the ωB97M-V functional and the def2-TZVPD basis.

Last column: Löwdin charge in e.
Cartesian coordinates (Å):
C: 1.62 -3.28 -1.41  -0.095
C: 0.05 -3.46 -1.89  -0.229
O: -0.79 -2.29 -1.61  -0.222
C: -0.73 -1.28 -2.69  -0.179
C: -2.11 -0.35 -2.52  -0.133
O: -2.31 0.50 -3.70  -0.223
C: -2.07 1.95 -3.36  -0.149
C: -0.44 2.26 -3.13  0.006
C: 0.13 2.49 -1.57  -0.004
C: -0.79 2.40 -0.22  -0.119
C: -0.44 0.98 0.60  -0.625
O: 0.30 -0.01 0.09  -0.129
Br: -1.18 0.64 2.47  0.633
C: 1.75 2.85 -1.33  -0.073
P: 2.56 3.19 0.36  0.439
O: 4.16 3.96 0.24  -0.271
O: 1.64 4.31 1.38  -0.296
S: 2.91 1.54 1.41  0.318
C: 2.65 2.87 -2.74  -0.038
O: 4.12 3.13 -2.67  -0.149
C: 4.65 1.81 -2.19  -0.142
C: 6.13 1.43 -2.78  -0.117
O: 6.67 0.36 -1.87  -0.220
C: 6.86 -0.89 -2.61  -0.238
C: 5.48 -1.69 -3.01  -0.099
C: 1.97 2.62 -4.25  -0.007
C: 2.97 2.73 -5.54  -0.129
C: 3.14 1.37 -6.43  -0.284
C: 3.44 0.01 -5.53  -0.662
I: 3.14 -1.74 -6.80  0.777
N: 0.49 2.31 -4.36  -0.164
P: -0.35 1.96 -5.93  1.004
C: 0.00 0.06 -6.17  -0.278
O: 0.28 2.90 -7.25  -0.332
H: 2.30 -2.94 -2.30  0.060
H: 1.75 -2.56 -0.48  0.089
H: 2.00 -4.34 -1.06  0.088
H: -0.06 -3.74 -3.03  0.124
H: -0.39 -4.36 -1.26  0.136
H: -0.73 -1.73 -3.77  0.122
H: 0.23 -0.58 -2.60  0.122
H: -2.11 0.25 -1.51  0.119
H: -3.00 -1.15 -2.53  0.161
H: -2.54 2.66 -4.19  0.138
H: -2.71 2.14 -2.40  0.130
H: -1.94 2.37 -0.39  0.103
H: -0.60 3.28 0.56  0.132
H: 4.08 4.92 0.53  0.096
H: 1.38 3.85 2.24  0.081
H: 3.85 1.01 -2.55  0.119
H: 4.69 1.73 -1.02  0.101
H: 5.99 0.96 -3.86  0.121
H: 6.83 2.37 -2.81  0.138
H: 7.50 -1.66 -1.96  0.138
H: 7.48 -0.71 -3.60  0.129
H: 5.35 -1.69 -4.20  0.057
H: 5.60 -2.84 -2.72  0.098
H: 4.52 -1.31 -2.45  0.078
H: 4.08 3.08 -5.27  0.136
H: 2.55 3.63 -6.21  0.139
H: 2.30 1.21 -7.25  0.068
H: 4.14 1.53 -7.07  0.119
H: 4.61 0.05 -5.28  0.042
H: 2.89 -0.01 -4.50  0.051
H: 0.48 -0.12 -7.23  0.024
H: 0.68 -0.32 -5.28  0.036
H: -1.07 -0.45 -6.15  0.076
H: 0.40 2.29 -8.03  0.077
C: -4.40 3.28 3.62  -0.068
C: -5.84 3.46 3.26  -0.326
O: -5.79 3.87 1.91  0.155
C: -4.67 3.29 1.41  -0.496
O: -4.43 3.18 0.22  0.121
O: -3.84 2.84 2.40  0.019
F: -6.39 4.46 3.99  0.092
H: -3.92 4.21 3.93  0.154
H: -4.26 2.53 4.41  0.119
H: -6.45 2.56 3.35  0.158
C: 8.88 3.56 -4.63  -0.073
C: 9.36 4.05 -5.95  -0.324
O: 8.64 3.28 -6.88  0.156
C: 7.47 2.97 -6.25  -0.489
O: 6.48 2.54 -6.82  0.132
O: 7.54 3.20 -4.91  0.031
F: 10.68 3.80 -6.11  0.092
H: 9.42 2.67 -4.29  0.154
H: 8.93 4.32 -3.85  0.150
H: 9.16 5.12 -6.13  0.181
C: -3.83 0.04 6.91  -0.061
C: -4.34 -1.25 6.36  -0.320
O: -5.66 -0.93 5.96  0.145
C: -5.62 0.39 5.63  -0.479
O: -6.48 0.96 4.98  0.154
O: -4.49 1.00 6.11  0.054
F: -4.41 -2.19 7.33  0.079
H: -4.10 0.19 7.96  0.156
H: -2.74 0.13 6.81  0.150
H: -3.78 -1.63 5.51  0.182
C: -6.93 -4.12 7.50  -0.074
C: -8.27 -3.76 8.03  -0.321
O: -8.65 -4.88 8.79  0.137
C: -7.48 -5.42 9.23  -0.497
O: -7.39 -6.23 10.14  0.154
O: -6.40 -4.93 8.54  0.081
F: -9.16 -3.61 7.02  0.076
H: -6.98 -4.71 6.58  0.157
H: -6.30 -3.25 7.32  0.112
H: -8.28 -2.86 8.66  0.181
C: -11.77 -5.34 6.80  -0.085
C: -13.20 -5.15 6.44  -0.329
O: -13.15 -4.75 5.09  0.144
C: -12.03 -5.33 4.58  -0.500
O: -11.79 -5.44 3.39  0.144
O: -11.20 -5.77 5.58  0.073
F: -13.75 -4.15 7.16  0.082
H: -11.28 -4.41 7.11  0.127
H: -11.63 -6.09 7.58  0.149
H: -13.81 -6.06 6.53  0.178
C: 7.25 -0.95 1.89  -0.078
C: 8.62 -0.38 1.83  -0.333
O: 9.46 -1.47 2.14  0.145
C: 8.77 -2.57 1.70  -0.502
O: 9.27 -3.67 1.54  0.150
O: 7.46 -2.28 1.46  0.068
F: 8.79 0.57 2.78  0.081
H: 6.84 -0.96 2.90  0.150
H: 6.55 -0.43 1.23  0.136
H: 8.90 0.03 0.85  0.175

The HOMO energy comes out at -11.69 eV. Its spin multiplicity is 1. The LUMO energy is -5.210 eV. The net charge is +1. As for the HOMO-LUMO gap: 6.5 eV.



# 4
Here is a structure of composition C16H12EuO4 from the OMol25 dataset. Energies are from the ωB97M-V functional and the def2-TZVPD basis.

Last column: Löwdin spin population.
Cartesian coordinates (Å):
C: -1.49 -3.63 1.32  0.466
C: -0.84 -2.84 0.33  0.183
C: -0.47 -1.48 -0.57  0.028
C: 0.73 -0.48 -0.05  0.199
C: 1.56 -0.85 1.31  0.016
C: 2.25 0.43 2.07  -0.005
O: 1.32 0.95 3.10  -0.001
C: 1.88 2.14 3.78  -0.001
C: 0.93 2.87 4.91  0.000
O: 3.11 2.65 3.52  -0.003
C: 1.01 0.87 -0.95  -0.070
C: 0.16 1.16 -2.32  0.176
C: -1.01 0.16 -2.88  -0.131
C: -1.32 -1.19 -1.95  0.142
C: -2.53 -2.18 -2.54  -0.011
O: -3.31 -2.94 -1.75  0.049
C: -2.86 -2.21 -4.15  0.014
C: -2.54 -0.97 -4.95  -0.018
C: -1.85 0.40 -4.28  0.011
O: -1.91 1.61 -4.85  -0.054
H: -2.10 -4.23 2.16  0.009
H: 2.44 -1.61 1.05  0.008
H: 0.84 -1.37 2.10  0.002
H: 3.20 0.01 2.65  -0.001
H: 2.67 1.26 1.34  -0.002
H: 1.15 4.03 4.86  0.000
H: -0.22 2.63 4.71  0.000
H: 1.27 2.46 5.96  0.000
H: 1.86 1.65 -0.66  0.000
H: 0.40 2.13 -2.93  0.007
H: -3.34 -3.12 -4.72  0.000
H: -2.81 -1.00 -6.10  0.000
Eu: 1.83 2.71 0.49  4.986

The HOMO energy (alpha / beta) comes out at -18.08 / -18.09 eV. Its spin multiplicity is 7. The LUMO energy (alpha / beta) is -11.910 / -13.626 eV. The net charge is +3. Its expectation value of S² is 12.146. As for the HOMO-LUMO gap (alpha / beta): 6.2 / 4.5 eV.



# 5
Here is an isolated molecule of C2H4N2O from the OMol25 dataset. Energies are from the ωB97M-V functional and the def2-TZVPD basis.

Last column: Löwdin charge in e.
Cartesian coordinates (Å):
H: -1.64 1.69 0.25  0.054
N: -0.74 1.23 0.21  0.049
C: -0.71 0.03 0.62  -0.277
N: 0.42 -0.72 0.31  0.051
C: 1.11 -0.17 -0.81  -0.301
O: 2.03 -0.71 -1.38  0.045
H: -1.51 -0.48 1.15  0.124
H: 0.47 -1.69 0.58  0.141
H: 0.57 0.82 -0.94  0.114

The HOMO energy comes out at -9.44 eV. Its spin multiplicity is 1. The LUMO energy is 0.786 eV. The net charge is 0. Its SMILES is [H]/N=C/NC=O. The energy above the lowest of the compared OMol25 structures with the same formula, charge and spin is 0.6632 eV. As for the HOMO-LUMO gap: 10.2 eV.



net charge of number 4 (C16H12EuO4)? +3